1.
{
  "formula": "C4H15NO2",
  "method": "the ωB97M-V functional and the def2-TZVPD basis",
  "species": ["C", "C", "N", "C", "C", "H", "H", "H", "H", "H", "H", "H", "H", "H", "H", "H", "H", "H", "O", "H", "H", "O"],
  "coordinates": [[-2.440, -0.162, -1.529], [-1.145, -0.979, -1.399], [-0.673, -1.189, -0.063], [0.742, -1.525, -0.052], [1.338, -1.605, 1.344], [-3.238, -0.530, -0.881], [-2.814, -0.245, -2.546], [-2.210, 0.865, -1.251], [-1.319, -1.960, -1.853], [-0.403, -0.400, -1.972], [-0.875, -0.504, 0.641], [0.873, -2.411, -0.677], [1.267, -0.699, -0.573], [1.156, -0.618, 1.779], [0.765, -2.315, 1.950], [2.388, -1.858, 1.445], [-0.376, 1.876, 2.166], [0.443, 2.034, 0.955], [-0.325, 1.519, 1.284], [2.940, 2.672, -0.194], [1.532, 2.769, -0.687], [2.046, 2.895, 0.141]],
  "fmax_ev_per_a": 1.588,
  "relative_energy_kcal_mol": 2.81,
  "homo_ev": [0.71, -5.13],
  "lumo_ha": [0.1418, 0.1365],
  "total_energy_ha": -366.5860,
  "multiplicity": 2,
  "mol_weight_g_mol": 109.2,
  "orbital_gap_ha": [0.116, 0.325],
  "total_charge": -1
}

---

2.
{
  "formula": "C4H15NO2",
  "method": "the ωB97M-V functional and the def2-TZVPD basis",
  "species": ["C", "C", "N", "C", "C", "H", "H", "H", "H", "H", "H", "H", "H", "H", "H", "H", "O", "H", "H", "O", "H", "H"],
  "coordinates": [[0.704, 0.978, 0.669], [1.234, -0.017, 1.730], [0.902, -1.408, 1.500], [-0.475, -1.837, 1.721], [-0.578, -3.059, 2.563], [0.565, 0.556, -0.331], [1.486, 1.730, 0.495], [-0.200, 1.510, 0.961], [2.323, 0.032, 1.753], [0.778, 0.254, 2.664], [1.308, -1.810, 0.670], [-0.996, -0.971, 2.112], [-0.939, -1.971, 0.742], [-0.165, -3.953, 2.097], [-0.066, -2.951, 3.533], [-1.587, -3.330, 2.902], [0.084, 1.688, -5.430], [-0.306, 2.383, -4.884], [-0.672, 1.229, -5.816], [-1.266, 3.339, -3.437], [-0.831, 4.150, -3.731], [-1.303, 3.456, -2.483]],
  "fmax_ev_per_a": 1.956,
  "relative_energy_kcal_mol": 30.36,
  "homo_ev": -8.31,
  "lumo_ha": 0.0180,
  "total_energy_ha": -366.6028,
  "mol_weight_g_mol": 109.2,
  "smiles": "CCNCC.O.O",
  "orbital_gap_ha": 0.323
}